ORCA calculation (the ωB97M-V functional and the def2-TZVPD basis) on C3H3CuMgO3 as an isolated structure.

ORCA input file:
```
! wB97M-V def2-TZVPD RIJCOSX def2/J DEFGRID3
* xyz 1 2
C 0.370 0.332 -0.449
C -0.485 1.510 -0.708
O -1.105 0.378 -0.128
C 0.766 -1.864 0.875
O -0.149 -2.613 0.899
O 1.678 -1.372 1.461
Cu 2.482 0.835 1.189
H 0.496 -0.259 -1.367
H -0.912 1.718 -1.695
H -0.631 2.347 -0.018
Mg -2.510 -1.011 -0.058
*
```

Results
Maximum force ... 4.951 eV/A
LUMO (spin up / spin down) ... -4.93 / -4.94 eV
ΔE to the lowest compared entry with this formula, charge and spin ... 1.597 eV
DFT total energy ... -59375.138 eV
HOMO-LUMO gap (spin up / spin down) ... 6.0726 / 7.3812 eV
HOMO energy (spin up / spin down) ... -11.00 / -12.32 eV

---

ORCA calculation (the ωB97M-V functional and the def2-TZVPD basis) on a 5-piece molecular cluster, C2H13O4S overall.

ORCA input file:
```
! wB97M-V def2-TZVPD RIJCOSX def2/J DEFGRID3
* xyz -1 1
C -0.788 -1.237 -1.224
C -1.980 -0.526 -0.559
S -1.556 1.085 0.226
H -0.037 -0.517 -1.541
H -1.078 -1.795 -2.121
H -0.355 -1.953 -0.527
H -2.358 -1.168 0.233
H -2.727 -0.355 -1.335
H -0.088 -0.359 2.955
H -1.095 -0.742 1.818
O -0.594 -1.078 2.578
H 2.365 -1.395 -0.496
H 2.510 -0.027 -1.078
O 2.883 -0.911 -1.145
H 0.458 2.014 -0.867
H 1.017 1.973 -2.345
O 1.106 1.599 -1.464
H 1.295 0.500 0.833
H 1.340 -0.836 1.461
O 1.875 -0.033 1.402
*
```

Results
Maximum force ... 1.273 eV/A
LUMO ... 3.59 eV
ΔE to the lowest compared entry with this formula, charge and spin ... 0.688 eV
DFT total energy ... -21311.861 eV
HOMO-LUMO gap ... 6.9965 eV
HOMO energy ... -3.41 eV